# 1
Below is C14H10BrN5PdS3 as an isolated structure, with properties calculated with wB97M-V/def2-TZVPD.

Structure (XYZ):
```
34
Properties=species:S:1:pos:R:3:forces:R:3
Pd 0.965020 1.654632 -0.659148 0.046 0.060 0.034
Br 4.234197 1.236289 0.067131 -0.016 0.009 0.028
S -1.339936 0.942484 -1.246421 -0.128 -0.331 -0.425
S 0.743374 4.171478 -1.356063 -0.077 -0.036 0.098
S 0.112738 3.028051 1.267084 -0.034 -0.015 0.155
N 2.006878 -0.177696 -0.761064 -0.075 -0.039 -0.007
N -0.278360 7.826073 -0.729300 0.056 -0.010 0.058
N -1.180507 6.087797 3.095589 -0.001 -0.001 -0.043
N -2.568150 -0.347453 0.684313 0.124 0.184 -0.291
N -1.953752 -1.709964 -1.173763 0.247 0.297 -0.271
C -0.775206 5.869023 2.032613 0.129 -0.015 -0.296
C -0.255212 6.849460 -0.107136 -0.112 -0.361 0.162
C -3.265235 -1.340394 1.237801 -0.033 0.030 0.144
C 0.885309 -3.783671 -0.912347 0.013 0.033 -0.008
C -1.998400 -0.424415 -0.638070 0.099 0.379 0.437
C 3.721068 -1.544994 0.233680 0.001 0.043 -0.036
C -3.349684 -2.541318 0.617507 -0.003 -0.290 -0.185
C 1.753705 -2.583016 -0.635572 -0.167 -0.008 -0.097
C 2.976479 -2.693453 0.021408 0.111 -0.015 0.079
C 1.331562 -1.324248 -1.018857 0.017 -0.001 -0.051
C -2.590813 -2.667563 -0.605304 -0.282 -0.177 0.345
C 0.153492 4.407302 0.239528 -0.072 0.178 0.013
C -0.282067 5.674649 0.706909 0.016 0.158 0.018
C 3.200407 -0.332094 -0.186281 0.066 -0.096 0.040
H -2.532451 -3.642148 -1.091578 -0.010 -0.001 0.031
H -3.722425 -1.129728 2.197188 -0.012 -0.020 0.001
H 0.397616 -1.192875 -1.549725 -0.030 0.006 0.033
H 0.152018 -3.928438 -0.113994 0.034 0.009 -0.007
H 1.486020 -4.693126 -0.988033 0.000 0.010 -0.012
H 3.349484 -3.661063 0.341005 -0.004 0.028 -0.003
H -2.500959 0.565310 1.112909 0.093 -0.012 0.022
H 0.323474 -3.652286 -1.838377 0.014 0.008 0.042
H 4.691136 -1.572253 0.710328 -0.018 -0.007 -0.007
H -3.890835 -3.370368 1.046047 0.004 0.003 -0.001
```
Forces are in eV/Å.

## Properties
- LUMO (alpha / beta) (eV) = 4.33 / 4.34
- total charge = -2
- strongest force on any atom (eV Å⁻¹) = 0.6
- energy relative to the best compared isomer or geometry (same formula, charge and spin) (kcal/mol) = 42.0

=====

# 2
Below is one molecule with the formula C14H10ClF3N6O at a distorted geometry, with properties calculated with wB97M-V/def2-TZVPD.

Structure (XYZ):
```
35
Properties=species:S:1:pos:R:3:forces:R:3
Cl -5.389748 0.158895 -3.235588 0.170 0.126 -0.282
F 7.156953 3.424842 -0.901982 -0.458 -0.284 1.154
F 7.336283 2.598814 1.150165 0.092 0.752 -0.391
F 5.754755 4.072437 0.683145 1.006 -0.896 -0.457
O 5.906917 0.771219 -0.820552 0.496 1.578 0.722
N 0.811786 -1.405709 -0.624708 2.147 -0.639 -0.982
N 4.322050 1.788760 0.315803 1.072 1.313 -0.359
N 4.785605 -0.033696 -0.885627 0.378 0.286 -0.395
N -6.112468 -0.394271 -0.807194 -0.273 0.183 0.278
N 0.395530 0.359623 0.879797 0.360 1.094 0.073
N -1.247308 -1.170258 0.303023 0.711 0.108 -0.380
C 2.509456 0.192293 -0.112834 0.563 -0.473 -0.342
C 5.560670 1.887912 -0.083758 -2.634 -2.715 -0.881
C -3.561112 -0.432821 0.345571 -0.914 0.321 -1.671
C 2.068194 -0.963174 -0.735651 -1.512 -0.092 0.347
C 1.626471 0.852585 0.686746 -2.110 0.218 0.949
C 0.037163 -0.715824 0.178717 -1.200 -0.022 0.642
C -5.930414 -0.649838 0.502948 0.145 0.201 -1.364
C 3.866717 0.631878 -0.258568 0.959 0.183 0.456
C -3.749093 -0.151020 -1.050218 -0.311 -0.047 0.723
C -1.582514 -2.560318 -0.104205 -1.003 0.926 0.500
C -2.202646 -0.341653 0.997832 -1.056 -0.944 -0.626
C -5.063612 -0.130847 -1.577817 0.601 -0.847 2.302
C 6.479082 3.029664 0.205781 0.066 0.273 -0.001
C -4.704766 -0.711417 1.098748 1.161 0.438 -0.664
H -6.778357 -0.810278 1.130046 -0.822 -0.128 -0.076
H -4.629794 -0.928439 2.137040 0.096 -0.141 0.703
H -1.972900 0.708957 1.016803 0.770 0.215 -0.105
H -1.581013 -2.651456 -1.184301 0.015 -0.079 -0.146
H -2.604511 -2.808185 0.273572 0.814 0.319 -0.303
H -2.914814 0.062315 -1.718060 -0.072 -0.054 0.308
H 1.826478 1.796490 1.212378 0.264 -0.553 -0.274
H -2.265800 -0.688091 2.007566 -0.291 -0.008 0.960
H 2.737129 -1.518708 -1.344261 0.427 -0.503 -0.528
H -0.890368 -3.270677 0.319643 0.345 -0.108 0.110
```
Forces are in eV/Å.

## Properties
- LUMO (eV) = -0.09
- SMILES string = CN(Cc1ccnc(Cl)c1)c1ncc(-c2noc(C(F)(F)F)n2)cn1
- strongest force on any atom (eV Å⁻¹) = 3.9
- energy relative to the best compared isomer or geometry (same formula, charge and spin) (kcal/mol) = 0.4

=====

# 3
Below is one molecule with the formula C14H10ClN2O2PS2 at a distorted geometry, with properties calculated with wB97M-V/def2-TZVPD.

Structure (XYZ):
```
32
Properties=species:S:1:pos:R:3:forces:R:3
Cl 1.926393 1.800939 -2.907573 -2.305 -0.654 2.167
S -4.051168 1.320118 0.968672 3.601 -0.394 -1.204
S 2.625488 -1.675552 -2.466222 0.142 0.366 0.706
P 2.497437 -0.925850 -0.633611 -0.841 -1.168 -2.245
O -1.611967 2.520429 -5.010904 4.375 5.168 6.054
O 0.207349 4.074825 -4.724603 -2.188 -1.279 3.183
N -3.297852 2.258842 -0.300255 4.177 -4.364 1.632
N -2.890406 0.104783 1.544954 2.825 3.981 -5.651
C -0.807212 2.171501 -1.618270 1.888 -2.860 1.488
C -1.704070 0.396838 0.606187 0.023 0.517 -0.860
C -0.931757 3.286226 -4.148424 -1.366 -2.884 -4.898
C -1.237052 3.452830 -2.546298 -0.426 -0.089 -0.186
C 0.607576 1.345260 -1.681369 -3.795 0.272 2.250
C -1.913321 1.646325 -0.484312 -1.586 -0.325 1.160
C -0.765107 -3.021165 1.663887 3.195 1.402 2.653
C 0.051420 -1.601135 1.590492 1.448 -1.381 2.217
C 0.915420 -3.822324 3.894337 -0.539 3.082 -2.907
C 1.773792 -2.416233 3.802578 -4.073 -1.260 -2.890
C -0.321754 -4.092529 2.827933 1.839 2.726 0.037
C 1.307069 -1.312869 2.656308 -1.131 -3.264 0.802
C -0.257321 -0.370028 0.524301 0.438 1.185 -1.585
C 0.867916 0.095031 -0.613618 -3.629 1.013 2.419
H 1.251695 -4.619117 4.716895 -1.073 1.866 -2.155
H -1.642567 -3.194807 0.886774 2.100 0.238 1.987
H 3.679629 -0.168190 -0.310372 -1.001 -0.069 0.418
H 2.447043 -2.107533 0.236912 -0.192 1.750 -0.058
H -0.896151 -5.117229 2.939753 1.267 2.425 -0.402
H -0.744031 4.474009 -2.201749 -0.908 -2.310 -0.485
H 0.745573 4.493842 -3.970519 -1.307 -0.994 -1.427
H 2.644089 -2.254862 4.568621 -1.869 -0.099 -1.812
H 1.943120 -0.309470 2.633079 -1.752 -2.265 -0.166
H -2.419274 3.567094 -2.443582 2.664 -0.328 -0.240
```
Forces are in eV/Å.

## Properties
- LUMO (eV) = -2.26
- SMILES string = O=C(O)Cc1c(Cl)c([PH2]=S)c(-c2ccccc2)c2nsnc12
- strongest force on any atom (eV Å⁻¹) = 9.1

=====

Q: Which of these has the lowest strongest force on any atom?
A: C14H10BrN5PdS3

=====

Q: Which formula does entry 2 have?
A: C14H10ClF3N6O

=====

Please write out number 3 again, unchanged.
Below is one molecule with the formula C14H10ClN2O2PS2 at a distorted geometry, with properties calculated with wB97M-V/def2-TZVPD.

Structure (XYZ):
```
32
Properties=species:S:1:pos:R:3:forces:R:3
Cl 1.926393 1.800939 -2.907573 -2.305 -0.654 2.167
S -4.051168 1.320118 0.968672 3.601 -0.394 -1.204
S 2.625488 -1.675552 -2.466222 0.142 0.366 0.706
P 2.497437 -0.925850 -0.633611 -0.841 -1.168 -2.245
O -1.611967 2.520429 -5.010904 4.375 5.168 6.054
O 0.207349 4.074825 -4.724603 -2.188 -1.279 3.183
N -3.297852 2.258842 -0.300255 4.177 -4.364 1.632
N -2.890406 0.104783 1.544954 2.825 3.981 -5.651
C -0.807212 2.171501 -1.618270 1.888 -2.860 1.488
C -1.704070 0.396838 0.606187 0.023 0.517 -0.860
C -0.931757 3.286226 -4.148424 -1.366 -2.884 -4.898
C -1.237052 3.452830 -2.546298 -0.426 -0.089 -0.186
C 0.607576 1.345260 -1.681369 -3.795 0.272 2.250
C -1.913321 1.646325 -0.484312 -1.586 -0.325 1.160
C -0.765107 -3.021165 1.663887 3.195 1.402 2.653
C 0.051420 -1.601135 1.590492 1.448 -1.381 2.217
C 0.915420 -3.822324 3.894337 -0.539 3.082 -2.907
C 1.773792 -2.416233 3.802578 -4.073 -1.260 -2.890
C -0.321754 -4.092529 2.827933 1.839 2.726 0.037
C 1.307069 -1.312869 2.656308 -1.131 -3.264 0.802
C -0.257321 -0.370028 0.524301 0.438 1.185 -1.585
C 0.867916 0.095031 -0.613618 -3.629 1.013 2.419
H 1.251695 -4.619117 4.716895 -1.073 1.866 -2.155
H -1.642567 -3.194807 0.886774 2.100 0.238 1.987
H 3.679629 -0.168190 -0.310372 -1.001 -0.069 0.418
H 2.447043 -2.107533 0.236912 -0.192 1.750 -0.058
H -0.896151 -5.117229 2.939753 1.267 2.425 -0.402
H -0.744031 4.474009 -2.201749 -0.908 -2.310 -0.485
H 0.745573 4.493842 -3.970519 -1.307 -0.994 -1.427
H 2.644089 -2.254862 4.568621 -1.869 -0.099 -1.812
H 1.943120 -0.309470 2.633079 -1.752 -2.265 -0.166
H -2.419274 3.567094 -2.443582 2.664 -0.328 -0.240
```
Forces are in eV/Å.

## Properties
- LUMO (eV) = -2.26
- SMILES string = O=C(O)Cc1c(Cl)c([PH2]=S)c(-c2ccccc2)c2nsnc12
- strongest force on any atom (eV Å⁻¹) = 9.1